(1)
C5H10N3O | ωB97M-V/def2-TZVPD

```
19
Properties=species:S:1:pos:R:3:forces:R:3:nbo_charge:R:1
C 0.149 0.362 -1.378 0.7 0.2 -0.3 0.128
N 0.650 0.799 -0.264 0.2 -0.3 -0.3 -0.296
C 0.550 2.179 0.144 -0.2 0.8 0.3 -0.421
C 0.786 -0.201 0.762 0.2 -0.3 -0.2 -0.195
C 1.854 -1.252 0.410 -0.3 0.2 0.5 0.438
O 2.457 -1.242 -0.614 0.2 -0.1 -0.3 -0.465
C -0.576 -0.881 0.832 -0.4 -0.1 0.0 -0.025
N -1.320 -0.727 -0.182 0.3 0.4 0.2 -0.172
N -2.527 -1.185 -0.371 -0.6 -0.5 0.1 -0.576
H 0.407 -0.617 -1.747 -0.1 -0.1 0.1 0.241
H -0.244 1.074 -2.092 -0.1 0.1 0.1 0.229
H 0.805 2.832 -0.687 0.0 0.0 0.0 0.240
H -0.459 2.408 0.494 0.0 0.0 0.0 0.224
H 1.246 2.358 0.962 0.0 0.0 -0.1 0.235
H 1.043 0.248 1.725 0.0 0.1 -0.1 0.257
H 1.980 -2.015 1.194 0.1 -0.2 0.0 0.144
H -0.826 -1.432 1.727 -0.2 -0.1 0.1 0.218
H -2.980 -1.786 0.305 0.0 0.1 -0.1 0.389
H -2.999 -0.923 -1.220 0.1 -0.1 0.1 0.405
```
Forces are in eV/Å.

Values from the calculation:
Charge ... +1
LUMO ... -3.761 eV
HOMO level ... -13.304 eV
Relative energy (zero: lowest compared OMol25 entry of this formula, charge and spin) ... 283.0 kJ/mol
SMILES string ... C=[N+](C)[C@H](C=O)/C=N/N

=====

(2)
C5H10N3O5 | ωB97M-V/def2-TZVPD

```
23
Properties=species:S:1:pos:R:3:forces:R:3:mulliken_spin:R:1
C 1.985 -1.369 -1.707 2.1 -0.4 6.0 0.699
C -1.026 -0.145 0.111 -0.7 0.0 0.2 0.007
C 1.821 -0.092 0.510 0.6 2.3 -0.1 -0.033
C -2.295 0.325 -0.589 -2.7 -3.2 1.3 0.004
C 1.099 -1.186 -0.121 -0.7 -2.4 -1.1 0.392
N 2.009 2.235 0.594 0.0 1.6 -0.8 0.005
N -0.219 -0.860 -0.630 0.7 -0.1 0.7 -0.023
N -3.105 0.876 0.531 -0.7 0.1 1.1 0.000
O 1.272 -1.383 -2.619 -4.4 0.1 -5.6 0.715
O -0.871 0.163 1.291 -0.1 0.6 -0.2 0.002
O 2.484 -0.290 1.491 -0.1 0.6 -0.2 0.053
O 1.087 -2.322 0.646 0.1 0.8 0.3 0.117
O 1.606 1.119 -0.143 -0.4 -2.5 1.6 0.010
H 3.004 -1.430 -1.567 2.1 0.0 0.6 0.062
H -2.898 -0.573 -1.017 1.4 1.8 0.1 0.000
H -2.142 1.144 -1.191 0.6 1.3 -2.1 0.000
H 2.890 2.427 0.174 0.9 0.7 -0.2 0.002
H 2.179 2.105 1.574 -0.2 -1.1 0.5 -0.001
H -0.614 -1.300 -1.435 0.4 -0.2 -0.7 -0.011
H -3.675 0.194 1.024 0.2 -0.8 -0.1 0.000
H -3.885 1.554 0.289 2.1 -0.1 0.2 0.000
H -2.213 0.969 1.238 -1.1 0.8 -0.1 -0.001
H 1.507 -2.161 1.546 -0.2 0.0 -1.5 0.000
```
Forces are in eV/Å.

Values from the calculation:
Spin multiplicity ... 3
Charge ... +1
<S²> ... 2.012
LUMO (spin up / spin down) ... -3.501 / -6.224 eV
HOMO level (spin up / spin down) ... -9.352 / -13.292 eV

=====

(3)
C5H10N3S | ωB97M-V/def2-TZVPD

```
19
Properties=species:S:1:pos:R:3:forces:R:3:nbo_charge:R:1
C -0.276 -0.881 -1.970 0.4 1.8 0.1 0.285
C -0.204 -1.982 0.302 2.6 -1.3 0.9 0.115
C -0.476 -2.125 -1.107 -0.7 1.0 -2.3 -0.575
C -0.165 0.914 -0.320 -0.2 0.5 0.4 0.332
C 1.880 1.886 1.555 -5.1 0.3 -0.2 -0.714
N -0.282 0.327 -1.513 -0.3 -1.2 -0.7 -0.440
N -0.943 -1.457 1.132 -2.8 1.5 1.5 -0.561
N -1.148 1.658 0.218 0.1 0.0 -1.5 -0.734
S 1.388 0.636 0.330 1.9 -0.5 -0.4 0.397
H -0.053 -0.965 -3.098 -0.7 -0.1 1.8 0.245
H 0.750 -2.388 0.728 -0.5 0.3 -0.7 0.199
H -1.536 -2.391 -1.215 0.1 -0.3 -0.4 0.277
H 0.151 -2.815 -1.604 0.4 -1.4 -0.3 0.262
H 1.092 2.691 1.259 1.7 -0.8 1.2 0.220
H 2.844 2.271 1.521 1.8 0.3 -0.7 0.265
H 1.638 1.407 2.508 0.2 0.6 0.0 0.252
H -0.962 2.288 0.965 0.4 0.1 0.8 0.420
H -1.848 -1.124 0.722 0.7 -0.3 0.4 0.323
H -1.849 2.051 -0.412 0.1 -0.6 0.1 0.430
```
Forces are in eV/Å.

Values from the calculation:
Charge ... +1
LUMO ... -4.221 eV
HOMO level ... -13.682 eV
Relative energy (zero: lowest compared OMol25 entry of this formula, charge and spin) ... 161.0 kJ/mol

=====

(4)
C5H10N4 | ωB97M-V/def2-TZVPD

```
19
Properties=species:S:1:pos:R:3:forces:R:3:nbo_charge:R:1
H 2.046 2.552 -1.422 0.9 0.5 0.1 0.324
N 1.594 1.829 -1.948 0.0 0.5 -1.0 -0.607
C 0.714 1.389 -1.180 -1.2 -2.0 1.1 0.394
C 0.582 1.764 0.272 1.2 1.3 2.3 -0.518
C 0.410 0.570 1.293 -2.1 0.8 1.2 -0.213
N -0.457 -0.422 0.710 0.9 -0.8 0.3 -0.305
N -0.366 -1.735 1.292 2.8 -2.4 2.6 -0.686
C -0.627 -0.427 -0.671 -2.4 -0.4 -1.1 0.477
C -1.542 -1.623 -1.106 1.8 -0.7 -3.3 -0.685
N -0.218 0.408 -1.607 0.1 -1.1 2.0 -0.517
H 1.667 2.045 0.686 -2.5 0.8 -1.2 0.231
H -0.298 2.592 0.300 2.3 -1.9 0.6 0.252
H -0.163 0.945 2.303 1.7 -0.7 -2.3 0.207
H 1.324 0.011 1.592 -0.1 0.9 -0.3 0.194
H 0.659 -2.302 0.991 -3.4 2.4 1.1 0.333
H -0.347 -1.798 2.485 -0.1 1.1 -4.6 0.390
H -0.849 -2.530 -0.781 -2.2 1.4 -0.9 0.236
H -1.452 -1.514 -2.322 -0.4 -0.6 3.0 0.239
H -2.679 -1.754 -0.885 2.4 0.6 0.4 0.254
```
Forces are in eV/Å.

Values from the calculation:
Charge ... 0
LUMO ... 0.385 eV
HOMO level ... -8.919 eV
Relative energy (zero: lowest compared OMol25 entry of this formula, charge and spin) ... 450.4 kJ/mol
SMILES string ... [H]/N=C1\CCN(N)C(C)=N1

=====

(5)
C5H10N4 | ωB97M-V/def2-TZVPD

```
19
Properties=species:S:1:pos:R:3:forces:R:3:nbo_charge:R:1
H -1.053 -2.828 0.485 -0.1 0.1 -0.4 0.347
N -0.532 -1.959 0.442 0.1 0.2 0.1 -0.745
C -1.210 -0.967 0.025 -1.4 -0.2 1.0 0.581
N -2.537 -1.015 -0.373 -0.2 0.3 -0.2 -0.841
N -0.651 0.310 0.056 -0.4 0.2 -0.3 -0.291
N -1.494 1.424 0.004 -0.2 0.5 -0.1 -0.650
C 0.740 0.424 -0.039 0.4 -0.5 0.1 0.064
C 1.328 1.807 -0.084 -0.1 -0.1 -0.3 -0.625
C 1.491 -0.655 -0.099 1.0 0.8 0.3 0.072
C 2.499 -1.468 0.018 0.2 -0.2 -0.2 -0.471
H -3.103 -1.743 0.031 0.2 0.0 0.0 0.384
H -3.006 -0.123 -0.430 0.1 0.0 0.0 0.402
H -1.278 2.089 -0.738 0.1 -0.6 -0.1 0.356
H -1.463 1.977 0.858 0.1 -0.5 0.1 0.355
H 2.403 1.735 -0.221 0.0 0.0 0.1 0.244
H 0.931 2.372 -0.930 0.0 0.1 0.0 0.202
H 1.121 2.360 0.834 0.0 0.0 0.0 0.213
H 2.975 -1.662 0.968 -0.1 0.0 0.2 0.202
H 2.839 -2.076 -0.807 0.1 0.1 -0.2 0.201
```
Forces are in eV/Å.

Values from the calculation:
Charge ... 0
LUMO ... 0.766 eV
HOMO level ... -7.803 eV
Relative energy (zero: lowest compared OMol25 entry of this formula, charge and spin) ... 295.6 kJ/mol
SMILES string ... [H]/N=C(\N)N(N)C(C)=C=C

=====

(6)
C5H10N4O2 | ωB97M-V/def2-TZVPD

```
21
Properties=species:S:1:pos:R:3:forces:R:3:nbo_charge:R:1
C 1.322 2.336 0.627 1.8 1.6 -0.1 -0.481
N 0.319 1.356 0.528 -0.1 -2.7 0.1 -0.030
O -1.002 1.561 0.008 0.4 1.2 -0.7 -0.265
C -1.565 0.440 -0.462 0.8 -0.7 0.9 0.910
O -2.602 0.128 -0.891 0.6 1.0 0.1 -0.367
N -0.514 -0.673 -0.106 0.5 -1.6 -0.2 -0.318
C -1.146 -1.409 1.081 -0.8 -1.9 0.9 -0.457
C -0.494 -1.718 -1.203 1.0 -1.0 -1.0 -0.466
C 0.806 0.030 0.161 -4.3 2.7 1.4 0.231
N 1.633 0.295 -1.080 2.3 2.3 -2.6 0.009
N 2.228 1.154 -1.521 -1.5 -2.9 1.0 0.379
H 1.916 2.655 -0.328 -1.1 -0.8 0.4 0.250
H 1.163 3.324 1.067 -1.1 -0.3 0.1 0.333
H 2.096 1.879 1.271 -0.3 0.1 -0.2 0.270
H -0.531 -2.293 1.419 -0.4 1.1 -0.7 0.276
H -1.372 -0.824 1.950 0.5 1.1 0.3 0.270
H -2.184 -1.778 0.788 1.5 0.4 -0.3 0.296
H -1.529 -2.066 -1.424 0.3 1.7 -0.8 0.312
H 0.272 -1.356 -1.999 -2.1 -1.1 0.9 0.252
H -0.282 -2.735 -0.815 1.4 0.8 0.3 0.281
H 1.465 -0.306 0.929 0.6 -1.0 0.3 0.315
```
Forces are in eV/Å.

Values from the calculation:
Charge ... +2
LUMO (spin up / spin down) ... -10.913 / -10.914 eV
HOMO level (spin up / spin down) ... -19.779 / -19.778 eV
Relative energy (zero: lowest compared OMol25 entry of this formula, charge and spin) ... 885.9 kJ/mol
SMILES string ... CN1OC(=O)[N+](C)(C)[C@H]1[N+]#N

=====

(7)
C5H10N5 | ωB97M-V/def2-TZVPD

```
20
Properties=species:S:1:pos:R:3:forces:R:3:nbo_charge:R:1
C 0.945 -0.620 -0.123 2.5 2.5 2.9 0.520
C -0.077 0.712 1.713 3.2 -1.4 -2.5 0.429
C -1.966 -0.451 -2.934 0.3 -0.9 0.9 -0.226
C -1.531 0.492 -2.322 -0.1 0.8 -1.5 -0.263
C 1.298 0.131 1.191 -3.3 0.4 -2.6 -0.508
N -0.171 -1.166 -0.276 -4.0 -3.5 -1.4 -0.395
N -1.133 0.134 1.358 -1.2 3.2 3.0 -0.329
N 1.852 -0.634 -1.052 1.7 -0.3 -3.6 -0.746
N 0.004 1.791 2.482 -2.1 0.1 1.7 -0.803
N -1.385 -0.674 0.393 0.2 -2.5 -1.0 -0.198
H -2.260 -1.458 -3.178 -0.2 0.5 -0.3 0.242
H -0.397 -1.779 -1.120 0.4 1.6 1.4 0.437
H -1.198 1.512 -2.228 -0.1 -0.4 0.5 0.249
H 1.684 -0.505 1.897 0.7 -1.9 1.8 0.256
H 2.105 0.754 0.930 0.6 1.5 -0.1 0.229
H 2.639 0.029 -1.184 -0.9 -0.8 1.0 0.442
H 1.569 -1.036 -1.964 0.4 0.4 0.8 0.412
H 0.855 2.331 2.549 -0.5 -0.2 0.5 0.426
H -0.866 1.862 3.067 1.7 1.0 -0.6 0.433
H -1.969 -1.424 0.802 0.7 -0.2 -0.8 0.395
```
Forces are in eV/Å.

Values from the calculation:
Charge ... +1
LUMO ... -2.932 eV
HOMO level ... -12.000 eV
Relative energy (zero: lowest compared OMol25 entry of this formula, charge and spin) ... 415.9 kJ/mol

=====

(8)
C5H10N5 | ωB97M-V/def2-TZVPD

```
20
Properties=species:S:1:pos:R:3:forces:R:3:nbo_charge:R:1
C 1.056 -0.038 1.320 1.2 -0.9 -1.2 -0.079
C 1.380 -0.657 0.141 0.3 -1.0 0.9 -0.014
C 0.007 0.971 -0.279 -1.1 2.0 -2.7 0.263
C -1.398 -3.115 -1.902 1.4 2.9 -1.0 0.645
C 0.414 -0.653 -2.093 0.7 -5.5 -0.4 0.091
N 0.309 1.071 0.966 -0.5 -0.6 1.7 -0.504
N -0.500 -2.259 -1.861 0.1 0.4 0.6 -0.693
N 0.613 -0.088 -0.850 0.1 0.7 0.9 -0.383
N -2.416 -3.793 -1.985 0.1 -1.5 0.1 -0.768
N -0.222 2.928 2.554 -3.5 1.4 -1.5 -0.935
H 1.311 -0.410 2.324 0.0 0.9 -0.6 0.255
H 2.126 -1.412 -0.105 -0.7 -0.1 0.3 0.255
H -0.469 1.765 -0.942 0.3 -1.3 1.3 0.233
H -0.218 -0.184 -2.817 0.1 0.5 -0.2 0.257
H 1.428 -1.142 -2.379 -2.2 1.0 -0.3 0.259
H 0.466 3.190 3.149 3.3 0.8 2.2 0.405
H -2.566 -4.817 -2.173 0.7 1.9 0.3 0.429
H 0.031 1.972 1.875 -0.3 -0.2 -0.5 0.436
H -0.299 3.731 1.869 -0.2 -1.1 1.0 0.419
H -1.053 2.940 3.187 0.4 -0.3 -1.1 0.429
```
Forces are in eV/Å.

Values from the calculation:
Charge ... +1
LUMO ... -3.356 eV
HOMO level ... -11.356 eV
Relative energy (zero: lowest compared OMol25 entry of this formula, charge and spin) ... 256.6 kJ/mol

=====

(9)
C5H10N6 | ωB97M-V/def2-TZVPD

```
21
Properties=species:S:1:pos:R:3:forces:R:3:nbo_charge:R:1
C 1.555 -1.462 -0.696 0.0 -0.3 -1.1 0.050
C 0.900 1.902 -0.163 -0.2 1.2 -0.6 0.367
C 0.156 -1.511 -0.279 -2.2 4.7 0.7 0.550
C 2.265 0.189 0.787 -2.7 2.5 -0.1 0.401
C -1.676 0.140 1.009 2.4 -1.5 0.5 -0.424
N 2.364 -0.660 -0.226 1.9 0.3 0.8 -0.258
N 1.810 1.387 0.573 1.9 -0.3 1.4 -0.416
N -0.194 1.228 -0.442 -0.5 -2.4 -0.9 -0.071
N -1.342 1.856 -0.939 -1.8 0.7 -2.1 -0.670
N -0.520 -2.585 -0.224 -2.2 0.2 1.5 -0.613
N -0.411 0.021 0.283 1.8 -2.9 -1.7 -0.239
H 1.957 -2.020 -1.517 -0.5 -0.9 -0.6 0.273
H 0.823 2.970 -0.474 0.9 -0.9 0.2 0.262
H 2.377 -0.109 1.820 0.9 -0.3 0.1 0.270
H -1.666 -0.762 1.595 -1.2 -0.6 0.1 0.224
H -1.402 0.867 1.737 -0.5 1.1 0.6 0.256
H -2.400 0.437 0.319 -1.9 -0.1 -0.1 0.246
H -1.136 2.840 -1.225 -0.1 -1.2 0.5 0.419
H -1.873 1.396 -1.782 2.0 0.6 1.9 0.422
H -0.054 -3.479 -0.273 0.2 -0.5 -0.3 0.467
H -1.534 -2.645 0.115 1.6 0.3 -0.8 0.484
```
Forces are in eV/Å.

Values from the calculation:
Charge ... +2
LUMO ... -10.122 eV
HOMO level ... -17.367 eV
Relative energy (zero: lowest compared OMol25 entry of this formula, charge and spin) ... 712.8 kJ/mol

=====

(10)
C5H10NO | ωB97M-V/def2-TZVPD

```
17
Properties=species:S:1:pos:R:3:forces:R:3:nbo_charge:R:1
C -2.834 0.592 -0.702 -1.5 1.0 -0.3 -0.079
N -2.177 -0.305 -0.114 -0.4 1.6 -0.7 -0.371
C -0.769 0.074 -0.154 0.7 -1.1 -1.2 -0.326
C 0.000 -1.027 0.495 2.0 -0.1 1.0 -0.402
C 1.511 -0.821 0.141 -1.6 0.7 -1.5 -0.431
C 2.012 0.689 0.356 -0.3 -1.1 2.1 -0.020
O 1.295 1.402 1.262 0.4 -0.2 0.2 -0.963
H -3.909 0.532 -0.870 -0.2 -0.4 0.3 0.134
H -2.450 1.576 -1.083 0.3 -0.9 0.2 0.132
H -0.422 0.951 0.420 -0.5 0.3 -0.2 0.300
H -0.514 0.220 -1.277 0.0 -0.3 1.7 0.155
H -0.374 -2.046 0.337 0.1 0.1 -0.7 0.179
H -0.127 -0.912 1.593 0.2 0.2 -0.5 0.203
H 1.618 -1.004 -0.950 -0.2 0.1 0.1 0.152
H 2.114 -1.596 0.515 1.0 -0.8 1.4 0.171
H 3.117 0.529 0.643 -0.6 0.5 -0.5 0.077
H 1.909 1.146 -0.610 0.5 0.4 -1.3 0.090
```
Forces are in eV/Å.

Values from the calculation:
Charge ... -1
LUMO ... 3.922 eV
HOMO level ... -2.414 eV
Relative energy (zero: lowest compared OMol25 entry of this formula, charge and spin) ... 135.4 kJ/mol
SMILES string ... C=NCCCC[O-]

=====

Max |F|
In order: 0.85, 7.08, 5.11, 4.72, 1.74, 5.32, 5.51, 5.59, 5.26, 2.36
Unit: eV/Å